Here is a 2-piece molecular cluster, CH2N4O2 overall from the OMol25 dataset. Energies are from ωB97M-V/def2-TZVPD.

Geometry as XYZ:
```
9
Properties=species:S:1:pos:R:3
O -0.331 1.437 -2.162
O 1.384 1.326 -0.537
N 0.767 -1.520 1.697
N -1.023 -1.295 0.358
N -0.106 -1.177 0.986
N -0.835 0.357 -0.996
C 0.364 1.106 -1.087
H -1.618 0.740 -0.474
H 1.397 -0.974 2.215
```

Summary:
HOMO-LUMO gap = 9.9 eV
Spin multiplicity = 1
HOMO energy = -10.1 eV
ΔE to the lowest compared entry with this formula, charge and spin = 104.31 kcal/mol